[1]
14 unconnected molecules or ions with the total composition C41H119N9O14, computed with wB97M-V/def2-TZVPD.

Summary:
Multiplicity: 1

Element x y z (Å)
C (-0.042, 3.004, -5.299)
O (0.713, 3.787, -4.412)
H (0.273, 1.985, -5.527)
H (-1.091, 2.952, -5.008)
H (0.072, 3.546, -6.238)
H (0.193, 3.848, -3.607)
C (3.342, -0.692, -3.341)
O (3.439, -0.548, -1.896)
H (2.537, -0.323, -3.976)
H (4.325, -0.513, -3.779)
H (3.221, -1.741, -3.609)
H (3.797, -1.374, -1.563)
C (-3.105, 3.259, -0.214)
O (-4.384, 3.110, 0.341)
H (-3.138, 4.160, -0.827)
H (-2.572, 3.549, 0.692)
H (-2.766, 2.398, -0.789)
H (-4.720, 3.900, 0.768)
C (3.624, 3.424, -2.371)
O (3.598, 4.172, -3.572)
H (4.582, 3.507, -1.857)
H (2.890, 3.852, -1.688)
H (3.380, 2.387, -2.601)
H (2.882, 3.929, -4.164)
C (-4.336, -0.125, 0.787)
O (-5.510, 0.416, 1.387)
H (-4.282, -0.186, -0.300)
H (-3.359, 0.231, 1.117)
H (-4.290, -1.135, 1.195)
H (-5.558, 1.359, 1.214)
C (-5.159, -5.044, 5.997)
C (-4.140, -4.848, 4.891)
C (-2.989, -3.953, 5.224)
O (-2.106, -3.922, 4.087)
C (-1.004, -2.958, 4.191)
N (-3.639, -6.113, 4.435)
H (-4.775, -5.470, 6.924)
H (-5.975, -5.620, 5.560)
H (-5.582, -4.052, 6.155)
H (-4.642, -4.312, 4.086)
H (-2.512, -4.252, 6.157)
H (-3.259, -2.915, 5.422)
H (-0.548, -3.274, 5.129)
H (-1.476, -1.977, 4.233)
H (-0.346, -2.883, 3.325)
H (-3.337, -6.789, 5.121)
H (-2.815, -5.730, 3.993)
C (0.010, -8.520, -4.669)
C (-0.180, -7.159, -4.007)
C (-0.118, -6.020, -5.026)
O (-0.270, -4.635, -4.496)
C (0.789, -4.224, -3.588)
N (-1.521, -7.108, -3.420)
H (-0.067, -9.308, -3.919)
H (1.014, -8.625, -5.079)
H (-0.550, -8.591, -5.601)
H (0.638, -7.079, -3.291)
H (-0.971, -6.034, -5.705)
H (0.821, -6.148, -5.563)
H (0.468, -3.235, -3.262)
H (1.783, -4.261, -4.035)
H (0.734, -4.834, -2.686)
H (-1.746, -6.152, -3.181)
H (-1.695, -7.740, -2.651)
C (-0.790, 3.682, 4.310)
C (-1.793, 2.515, 4.154)
C (-3.047, 2.955, 3.521)
O (-3.642, 3.988, 4.212)
C (-4.433, 3.589, 5.364)
N (-1.177, 1.433, 3.449)
H (0.179, 3.443, 4.748)
H (-1.308, 4.441, 4.897)
H (-0.492, 4.189, 3.393)
H (-1.848, 2.153, 5.181)
H (-3.872, 2.254, 3.389)
H (-2.689, 3.341, 2.566)
H (-3.820, 2.949, 5.999)
H (-5.318, 3.071, 4.996)
H (-4.889, 4.455, 5.843)
H (-1.919, 1.013, 2.907)
H (-0.531, 1.823, 2.778)
C (3.615, -5.746, 1.080)
C (3.868, -4.374, 0.397)
C (5.399, -4.042, 0.184)
O (5.715, -3.141, -0.860)
C (7.072, -2.729, -0.854)
N (3.023, -4.200, -0.775)
H (2.588, -6.090, 0.960)
H (3.663, -5.485, 2.138)
H (4.360, -6.509, 0.853)
H (3.511, -3.756, 1.221)
H (6.006, -4.929, 0.004)
H (5.792, -3.777, 1.166)
H (7.807, -3.489, -1.120)
H (7.336, -2.315, 0.120)
H (7.246, -2.007, -1.652)
H (2.346, -4.921, -0.979)
H (3.782, -4.468, -1.384)
C (0.140, 5.979, -1.186)
C (-1.304, 6.279, -1.837)
C (-1.540, 7.581, -2.663)
O (-2.926, 7.709, -2.986)
C (-3.273, 8.881, -3.826)
N (-1.722, 5.145, -2.604)
H (-0.145, 5.321, -0.364)
H (0.606, 6.904, -0.848)
H (0.704, 5.432, -1.941)
H (-2.045, 6.317, -1.039)
H (-1.055, 7.582, -3.640)
H (-1.160, 8.479, -2.176)
H (-4.347, 9.008, -3.962)
H (-2.820, 8.733, -4.806)
H (-2.974, 9.832, -3.385)
H (-2.712, 5.348, -2.594)
H (-1.502, 5.093, -3.588)
C (2.325, 4.819, 1.707)
C (3.380, 3.745, 2.122)
C (4.206, 4.124, 3.411)
O (4.945, 5.344, 3.334)
C (5.985, 5.308, 2.478)
N (2.640, 2.495, 2.300)
H (2.773, 5.810, 1.767)
H (1.545, 4.933, 2.460)
H (1.914, 4.601, 0.721)
H (4.162, 3.624, 1.372)
H (4.738, 3.246, 3.778)
H (3.472, 4.215, 4.211)
H (5.858, 4.737, 1.558)
H (6.907, 4.912, 2.902)
H (6.116, 6.309, 2.066)
H (3.367, 1.794, 2.280)
H (2.028, 2.429, 1.499)
C (-0.141, 1.692, -1.797)
C (-0.171, 0.591, -0.710)
C (-0.174, -0.784, -1.347)
O (-0.821, -1.694, -0.433)
C (0.093, -2.451, 0.337)
N (0.928, 0.838, 0.198)
H (-0.968, 1.632, -2.504)
H (0.776, 1.617, -2.382)
H (-0.269, 2.576, -1.172)
H (-1.135, 0.781, -0.240)
H (0.813, -1.133, -1.649)
H (-0.845, -0.806, -2.205)
H (0.758, -3.024, -0.308)
H (-0.397, -3.281, 0.846)
H (0.470, -1.866, 1.176)
H (1.739, 0.424, -0.239)
H (0.934, 0.286, 1.043)
C (3.860, -0.636, 2.810)
C (2.626, -1.300, 3.480)
C (2.741, -1.576, 5.035)
O (1.549, -2.095, 5.531)
C (1.572, -2.173, 6.974)
N (1.598, -0.309, 3.322)
H (4.868, -1.004, 2.620)
H (4.144, 0.247, 3.383)
H (3.590, -0.316, 1.803)
H (2.471, -2.225, 2.924)
H (2.870, -0.594, 5.490)
H (3.450, -2.393, 5.161)
H (0.608, -2.520, 7.347)
H (1.773, -1.217, 7.458)
H (2.457, -2.731, 7.280)
H (1.895, 0.519, 3.817)
H (0.812, -0.639, 3.863)
C (-4.359, -2.819, -6.458)
C (-4.071, -1.479, -5.880)
C (-2.706, -1.231, -5.127)
O (-2.390, 0.073, -4.725)
C (-3.200, 0.546, -3.556)
N (-4.084, -0.534, -6.994)
H (-3.660, -3.280, -7.156)
H (-5.333, -2.912, -6.940)
H (-4.367, -3.424, -5.551)
H (-4.855, -1.251, -5.157)
H (-1.858, -1.636, -5.679)
H (-2.652, -1.890, -4.261)
H (-3.096, 1.627, -3.454)
H (-2.972, 0.059, -2.609)
H (-4.257, 0.436, -3.799)
H (-4.949, -0.758, -7.465)
H (-4.236, 0.299, -6.443)

Results of the Löwdin charge analysis, in e, for atoms 1 through 99:
1. C -0.15
2. O -0.13
3. H 0.08
4. H 0.07
5. H 0.08
6. H 0.03
7. C -0.14
8. O -0.14
9. H 0.08
10. H 0.07
11. H 0.06
12. H 0.05
13. C -0.13
14. O -0.13
15. H 0.06
16. H 0.07
17. H 0.07
18. H 0.09
19. C -0.15
20. O -0.13
21. H 0.08
22. H 0.06
23. H 0.07
24. H 0.04
25. C -0.16
26. O -0.11
27. H 0.07
28. H 0.05
29. H 0.08
30. H 0.04
31. C -0.06
32. C -0.48
33. C -0.22
34. O -0.23
35. C -0.04
36. N 0.05
37. H 0.08
38. H 0.08
39. H 0.08
40. H 0.14
41. H 0.12
42. H 0.12
43. H 0.07
44. H 0.08
45. H 0.07
46. H 0.07
47. H 0.05
48. C -0.07
49. C -0.46
50. C -0.16
51. O -0.21
52. C -0.09
53. N 0.04
54. H 0.08
55. H 0.07
56. H 0.08
57. H 0.12
58. H 0.13
59. H 0.12
60. H 0.08
61. H 0.09
62. H 0.06
63. H 0.07
64. H 0.07
65. C -0.04
66. C -0.46
67. C -0.25
68. O -0.20
69. C -0.06
70. N 0.07
71. H 0.08
72. H 0.08
73. H 0.06
74. H 0.13
75. H 0.13
76. H 0.10
77. H 0.09
78. H 0.08
79. H 0.09
80. H 0.06
81. H 0.06
82. C -0.05
83. C -0.40
84. C -0.18
85. O -0.19
86. C -0.10
87. N 0.05
88. H 0.08
89. H 0.07
90. H 0.07
91. H 0.10
92. H 0.12
93. H 0.12
94. H 0.08
95. H 0.09
96. H 0.09
97. H 0.06
98. H 0.07
99. C -0.01


[2]
C3H4OS in the gas phase, computed with wB97M-V/def2-TZVPD.

Summary:
Structure (SMILES): S=C1COC1
Multiplicity: 1

Element x y z (Å)
C (0.799, 0.002, -0.001)
C (-0.296, 1.028, -0.002)
C (-0.282, -1.034, -0.001)
H (-0.344, 1.659, 0.908)
H (-0.324, 1.653, -0.901)
H (-0.341, -1.643, -0.909)
H (-0.331, -1.648, 0.915)
O (-1.289, -0.014, -0.006)
S (2.408, -0.005, -0.003)

Löwdin analysis output, partial charges in e:
1. C -0.77
2. C -0.18
3. C -0.19
4. H 0.14
5. H 0.13
6. H 0.13
7. H 0.13
8. O -0.12
9. S 0.73


[3]
A gas-phase ion, CHO3PS2 (charge -2), computed with wB97M-V/def2-TZVPD.

Summary:
Structure (SMILES): [O-]C(=S)[P@@]([O-])(O)=S
Multiplicity: 1
Net charge: -2

Element x y z (Å)
C (-2.141, 0.750, -0.574)
O (-0.423, 2.753, 1.439)
O (-2.381, -0.397, -0.374)
O (0.261, 0.199, 0.579)
P (-0.433, 1.512, -0.073)
S (-3.180, 1.891, -1.233)
S (0.739, 1.982, -1.657)
H (-0.638, -0.263, 0.791)

Löwdin analysis output, partial charges in e:
1. C -1.24
2. O -0.74
3. O -0.16
4. O -0.38
5. P 0.22
6. S 0.33
7. S -0.09
8. H 0.06


Table of energy above the lowest of the compared OMol25 structures with the same formula, charge and spin (kJ/mol), in record order: 760.7; 149.5; 255.1
Table of electronic energy (eV), in record order: -86509.89096; -16056.55989; -38154.86967
Table of HOMO (Ha), in record order: -0.3191; -0.3317; -0.0133